Record 1
This record from the Open Molecules 2025 dataset describes a 2-piece molecular cluster, C2H4N2 overall. The level of theory is the ωB97M-V functional and the def2-TZVPD basis.

Geometry as ORCA input:
```
! wB97M-V def2-TZVPD RIJCOSX def2/J DEFGRID3
* xyz 0 1
C 0.22 -0.69 -1.15
H 1.28 0.26 1.43
H 0.12 0.73 2.24
H 1.01 -1.08 -1.78
H -1.73 0.64 -1.31
N -0.44 -0.69 0.18
N 0.50 0.95 1.27
C -0.97 -0.11 -0.87
*
```

The HOMO-LUMO gap (spin up / spin down) is 7.91 / 9.65 eV. For the LUMO energy (spin up / spin down), the calculation gives 0.015 / 0.031 Eh. As for the energy above the lowest of the compared OMol25 structures with the same formula, charge and spin: 151.2 kcal/mol. The calculation puts the largest force on an atom at 4.56 eV/Å.



Record 2
This record from the Open Molecules 2025 dataset describes C38H41IrN3O6Si as an isolated structure. The level of theory is the ωB97M-V functional and the def2-TZVPD basis.

Geometry as ORCA input:
```
! wB97M-V def2-TZVPD RIJCOSX def2/J DEFGRID3
* xyz -1 1
H 1.11 -1.39 -4.04
N 0.17 -2.27 1.17
C -0.93 0.57 -2.81
C -2.79 3.50 0.69
H 4.13 -2.96 -1.82
C -1.71 2.93 -1.34
H -3.05 4.60 -1.15
H -6.50 -1.80 -2.75
H 0.93 -2.97 -3.31
H -1.48 3.16 -2.37
H -2.43 2.24 2.33
N -1.00 0.25 1.02
C -3.28 -1.76 -1.68
C -3.44 -0.91 -0.60
H -0.27 -3.42 3.52
C -1.94 -2.31 -2.07
H -1.98 -0.08 5.52
H -3.41 4.16 1.28
C -1.60 -0.55 4.62
H -0.67 -4.20 1.42
C 4.27 0.32 -1.01
C -0.51 -1.66 2.34
H 2.80 -3.89 -1.13
Si 2.14 -1.51 -1.71
C -1.04 -0.35 2.25
H -1.70 -3.06 0.53
H 4.10 -0.03 0.00
C 1.30 2.11 3.89
C 5.26 1.27 -1.23
H -0.40 -0.25 -3.28
O -1.93 -3.21 -2.94
C -1.19 -1.87 4.65
H 4.94 1.59 -4.58
H 0.58 3.53 5.31
C 0.96 1.76 -2.01
C 2.04 0.48 2.13
H -1.94 0.25 -2.56
H -2.57 -0.66 -0.01
C -5.65 -1.53 -2.14
C -2.57 3.76 -0.65
H 1.30 -3.65 2.33
C -0.63 -2.41 3.50
H -1.26 -2.47 5.55
C 0.23 4.18 3.28
O 2.74 -0.12 2.97
H 1.48 1.18 -2.77
C -1.14 1.81 -0.75
O 1.72 1.29 4.87
H 6.27 2.48 -2.69
C 3.77 0.29 -3.34
O -4.33 -2.94 -3.49
C -1.47 1.45 0.58
C 3.29 -2.91 -1.12
H -0.27 5.10 3.58
H 1.25 2.50 0.55
H 2.22 0.56 4.40
H -0.98 1.42 -3.49
C 0.36 3.87 1.93
C -4.67 -0.36 -0.27
C 1.47 1.80 2.53
H -0.28 -3.77 -0.27
H 3.70 -2.74 -0.13
H 3.20 -0.09 -4.18
H -1.82 1.22 3.53
O 1.85 -0.03 0.97
H 0.64 2.71 -2.45
C 5.50 1.74 -2.52
C -1.53 0.19 3.46
C -0.67 -3.40 0.68
C -2.14 2.45 1.32
N -0.22 0.97 -1.56
C 0.68 3.30 4.25
C 1.46 -2.86 1.59
C 4.75 1.24 -3.57
H 5.84 1.64 -0.40
C 1.62 -2.14 -3.43
H 1.65 1.94 -1.20
C -5.77 -0.68 -1.06
H -6.74 -0.25 -0.83
H 1.92 -3.31 0.71
H 2.49 -2.48 -3.99
C -4.41 -2.09 -2.45
C 3.49 -0.19 -2.06
H 2.11 -2.09 2.00
Ir 0.34 -0.70 -0.31
H -4.76 0.30 0.58
C 1.07 2.73 1.59
H -3.38 -3.25 -3.48
O -0.87 -1.86 -1.57
H 0.18 4.61 1.17
*
```

The HOMO-LUMO gap is 7.01 eV. For the LUMO energy, the calculation gives 0.094 Eh. The calculation puts the largest force on an atom at 1.82 eV/Å.